No. 1
Here is 2 unconnected molecules or ions with the total composition C12H13BrN3O2 at a distorted geometry from the Open Molecules 2025 dataset. Energies are from wB97M-V/def2-TZVPD.

Structure (XYZ):
```
31
Properties=species:S:1:pos:R:3
O -0.40 2.90 2.57
C 0.20 1.93 2.82
Br 2.11 1.95 3.13
C -0.38 0.54 2.82
C 0.07 -0.16 1.57
C 1.02 -1.15 1.57
C 1.38 -1.68 0.34
N 0.81 -1.22 -0.77
C 1.19 -1.76 -2.06
C 2.53 -1.93 -2.37
C 2.86 -2.47 -3.61
N 1.94 -2.82 -4.51
C 0.66 -2.63 -4.19
C 0.22 -2.10 -2.98
N -0.12 -0.28 -0.81
C -0.49 0.24 0.34
H -0.05 0.01 3.71
H -1.46 0.62 2.85
H 1.48 -1.51 2.47
H 2.10 -2.48 0.24
H 3.31 -1.63 -1.69
H 3.89 -2.59 -3.88
H -0.07 -2.90 -4.93
H -0.83 -1.96 -2.78
H -1.24 1.00 0.33
C -3.78 3.54 1.57
O -2.76 4.52 1.57
H -4.64 3.96 1.06
H -3.47 2.64 1.02
H -4.07 3.26 2.59
H -2.00 4.15 2.02
```

The calculation puts the largest force on an atom at 1.62 eV/Å. Its total charge is +1. Its relative energy (zero: lowest compared OMol25 entry of this formula, charge and spin) is 0.0 kcal/mol. As for the molar mass: 311.16 g mol⁻¹. The frontier orbital gap is 0.2559 Eh. Its calculated total energy is -91254.42431 eV. The HOMO energy comes out at -12.417 eV.

---

No. 2
Here is a molecular structure, C12H13ClMnN2O2 at a distorted geometry from the Open Molecules 2025 dataset. Energies are from wB97M-V/def2-TZVPD.

Structure (XYZ):
```
31
Properties=species:S:1:pos:R:3
Cl 1.06 1.37 1.52
C -2.46 1.96 1.36
C -2.99 1.12 0.30
C -2.15 1.30 -0.86
H -3.95 0.62 0.34
C -1.12 2.24 -0.54
C -1.34 2.67 0.83
H -0.77 3.45 1.33
H -2.89 2.08 2.35
H -2.28 0.85 -1.85
C -0.06 2.74 -1.47
Mn -1.06 0.53 0.77
C -2.03 -1.02 0.58
C -0.99 -0.12 2.50
O -2.68 -1.97 0.38
O -0.60 -0.80 3.36
H 0.19 1.96 -2.20
H 0.84 3.00 -0.90
H -0.38 3.63 -2.03
C 3.56 -2.21 -1.38
N 2.32 -2.06 -0.63
C 1.74 -3.02 0.19
C 0.59 -2.47 0.68
N 0.46 -1.19 0.16
C 1.52 -0.96 -0.62
H 4.30 -1.46 -1.07
H 3.97 -3.20 -1.20
H 3.38 -2.08 -2.46
H 2.17 -3.99 0.37
H -0.12 -2.92 1.35
H 1.76 -0.05 -1.14
```

The calculation puts the largest force on an atom at 8.78 eV/Å. Its total charge is +2. Its relative energy (zero: lowest compared OMol25 entry of this formula, charge and spin) is 8.2 kcal/mol. The expectation value of S² is 3.911. As for the molar mass: 307.64 g mol⁻¹. The frontier orbital gap (spin up / spin down) is 0.2234 / 0.1864 Eh. The spin multiplicity is 4. Its calculated total energy is -63553.14038 eV. The HOMO energy (spin up / spin down) comes out at -15.786 / -15.769 eV.

---

No. 3
Here is C12H13ClN2OS in the gas phase from the Open Molecules 2025 dataset. Energies are from wB97M-V/def2-TZVPD.

Structure (XYZ):
```
30
Properties=species:S:1:pos:R:3
C -2.94 -2.49 -0.09
C -4.01 -1.45 0.08
O -5.18 -1.72 0.21
N -3.62 -0.13 0.08
C -2.40 0.52 -0.05
N -2.45 1.79 -0.01
C -3.82 2.20 0.18
H -3.89 2.79 1.09
H -4.11 2.84 -0.66
C -4.64 0.90 0.24
H -5.38 0.82 -0.56
H -5.16 0.76 1.20
S -0.88 -0.31 -0.25
C 0.22 1.16 -0.37
C 1.64 0.73 -0.22
C 2.21 0.64 1.05
C 3.52 0.22 1.20
C 4.27 -0.10 0.08
C 3.71 -0.03 -1.19
C 2.40 0.39 -1.33
H 1.96 0.45 -2.32
H 4.30 -0.29 -2.06
Cl 5.91 -0.62 0.26
H 3.97 0.16 2.18
H 1.63 0.89 1.92
H 0.03 1.62 -1.34
H -0.10 1.84 0.42
H -2.42 -2.36 -1.03
H -3.41 -3.47 -0.06
H -2.21 -2.42 0.72
```

The calculation puts the largest force on an atom at 0.69 eV/Å. Its relative energy (zero: lowest compared OMol25 entry of this formula, charge and spin) is 23.0 kcal/mol. As for the molar mass: 268.77 g mol⁻¹. The frontier orbital gap is 0.3516 Eh. Its SMILES is CC(=O)N1CCN=C1SCc1ccc(Cl)cc1. Its calculated total energy is -41040.82149 eV. The HOMO energy comes out at -8.940 eV.

---

No. 4
Here is C12H13F3N2 in the gas phase at a distorted geometry from the Open Molecules 2025 dataset. Energies are from wB97M-V/def2-TZVPD.

Structure (XYZ):
```
30
Properties=species:S:1:pos:R:3
F -0.43 -1.42 -5.27
C -1.63 -1.13 -4.63
F -2.05 0.11 -5.10
F -2.56 -2.07 -4.97
C -1.44 -1.14 -3.09
C -2.23 -0.30 -2.29
C -1.96 -0.20 -0.90
C -0.80 -0.80 -0.33
C -0.23 -0.32 1.05
C 0.51 -1.44 1.66
N 1.16 -2.21 2.25
C -0.20 -1.79 -1.11
C -0.46 -1.91 -2.48
H -3.03 0.28 -2.77
H -2.64 0.43 -0.33
H -1.17 -0.09 1.62
H 0.56 -2.47 -0.73
H 0.11 -2.57 -3.14
C 2.72 1.07 2.89
N 1.40 1.39 2.44
C 0.72 2.42 3.18
C 0.82 0.87 1.25
H 2.88 1.50 3.88
H 2.91 -0.01 2.94
H 3.51 1.52 2.29
H 1.27 2.61 4.12
H 0.71 3.39 2.68
H -0.31 2.15 3.42
H 0.21 1.65 0.82
H 1.65 0.48 0.64
```

The calculation puts the largest force on an atom at 2.71 eV/Å. As for the molar mass: 242.24 g mol⁻¹. The frontier orbital gap is 0.3185 Eh. Its SMILES is CN(C)C[C@H](C#N)c1ccc(C(F)(F)F)cc1. Its calculated total energy is -23785.94698 eV. The HOMO energy comes out at -8.351 eV.

---

No. 5
Here is 2 unconnected molecules or ions with the total composition C12H13F4NO2 at a distorted geometry from the Open Molecules 2025 dataset. Energies are from wB97M-V/def2-TZVPD.

Structure (XYZ):
```
32
Properties=species:S:1:pos:R:3
F 0.46 3.16 -0.63
C -0.52 2.81 0.23
C -1.65 3.54 0.34
F -1.83 4.66 -0.37
C -2.73 3.18 1.25
O -3.86 3.66 1.19
C -2.32 2.23 2.28
F -3.12 2.14 3.36
C -1.18 1.49 2.18
F -0.84 0.61 3.14
C -0.20 1.70 1.13
O 0.91 1.12 1.11
C -1.34 -0.62 -0.93
N 0.03 -0.87 -0.62
C 1.05 -0.46 -1.55
C 2.05 -1.57 -1.93
C 2.55 -2.39 -0.74
C 1.40 -2.82 0.16
C 0.41 -1.70 0.49
H -1.98 -1.32 -0.38
H -1.66 0.40 -0.65
H -1.53 -0.72 -2.02
H 0.55 -0.07 -2.45
H 1.61 0.37 -1.08
H 1.54 -2.25 -2.61
H 2.88 -1.14 -2.50
H 3.04 -3.29 -1.13
H 3.31 -1.85 -0.18
H 0.84 -3.60 -0.36
H 1.76 -3.27 1.10
H 0.87 -1.03 1.23
H -0.53 -2.10 0.92
```

The calculation puts the largest force on an atom at 3.41 eV/Å. Its relative energy (zero: lowest compared OMol25 entry of this formula, charge and spin) is 3.0 kcal/mol. As for the molar mass: 279.23 g mol⁻¹. The frontier orbital gap is 0.1830 Eh. Its SMILES is O=C1C(F)=C(F)C(=O)C(F)=C1F.CN1CCCCC1. Its calculated total energy is -29106.75728 eV. The HOMO energy comes out at -7.688 eV.

---

No. 6
Here is a molecular structure, C12H13F5O7P2RuS3 at a distorted geometry from the Open Molecules 2025 dataset. Energies are from wB97M-V/def2-TZVPD.

Structure (XYZ):
```
43
Properties=species:S:1:pos:R:3
Ru -0.19 -0.96 0.56
C -4.55 1.42 1.40
C -3.11 1.26 0.99
O -2.57 2.45 0.47
P -2.01 0.95 2.42
O -2.04 2.25 3.32
O -2.69 -0.12 3.36
O -0.59 0.62 2.06
P -2.72 -0.13 -0.15
O -4.09 -0.38 -0.92
O -2.36 -1.35 0.69
O -1.62 0.33 -1.05
H -4.64 2.21 2.14
H -4.90 0.48 1.82
H -5.16 1.67 0.53
H -2.06 2.21 -0.33
H -1.71 3.03 2.88
H -2.16 -0.32 4.14
H -3.98 -1.02 -1.63
C 2.60 -3.58 -1.93
C 2.04 -2.45 -1.14
S 0.33 -2.16 -1.35
C 2.79 -1.64 -0.34
C 4.27 -1.77 -0.17
S 2.05 -0.35 0.56
H 1.88 -3.89 -2.68
H 2.80 -4.43 -1.28
H 3.53 -3.30 -2.42
H 4.75 -2.03 -1.11
H 4.49 -2.54 0.56
H 4.66 -0.82 0.18
F -5.15 -4.08 3.01
C -3.85 -3.82 2.90
C -3.15 -3.28 3.97
F -3.78 -3.03 5.13
C -1.80 -2.97 3.84
F -1.17 -2.39 4.87
C -1.12 -3.17 2.63
S 0.52 -2.69 2.42
C -1.84 -3.76 1.59
F -1.21 -3.96 0.42
C -3.18 -4.08 1.70
F -3.84 -4.60 0.67
```

The calculation puts the largest force on an atom at 1.83 eV/Å. Its relative energy (zero: lowest compared OMol25 entry of this formula, charge and spin) is 13.0 kcal/mol. The expectation value of S² is 6.032. As for the molar mass: 623.44 g mol⁻¹. The frontier orbital gap (spin up / spin down) is 0.2376 / 0.1964 Eh. The spin multiplicity is 5. Its calculated total energy is -94244.23117 eV. The HOMO energy (spin up / spin down) comes out at -7.232 / -7.981 eV.

---

No. 7
Here is C12H13F6NO2S in the gas phase at a distorted geometry from the Open Molecules 2025 dataset. Energies are from wB97M-V/def2-TZVPD.

Structure (XYZ):
```
35
Properties=species:S:1:pos:R:3
C 0.92 1.98 0.21
N 0.95 1.58 1.62
C -0.35 1.04 2.00
C 2.02 0.63 1.95
H -0.02 2.51 0.02
H 1.76 2.64 -0.03
H 0.96 1.10 -0.46
H -1.14 1.69 1.61
H -0.50 0.03 1.58
H -0.42 0.99 3.09
H 1.56 -0.18 2.56
H 2.38 0.25 0.97
F 6.24 -0.95 1.04
C 5.54 0.17 1.27
F 6.40 1.19 1.52
F 4.80 0.48 0.18
S 4.45 -0.16 2.76
C 3.21 1.20 2.69
C 3.00 1.73 4.11
C 2.91 0.85 5.19
C 2.60 1.31 6.47
C 2.37 2.68 6.65
C 1.81 3.16 7.97
F 2.10 4.48 8.23
F 0.44 3.04 8.02
F 2.29 2.43 9.03
C 2.55 3.59 5.61
C 2.88 3.11 4.35
O 3.72 -1.38 2.49
O 5.33 -0.02 3.88
H 3.67 1.96 2.05
H 3.06 -0.23 5.08
H 2.56 0.62 7.31
H 2.47 4.66 5.79
H 3.04 3.80 3.53
```

The calculation puts the largest force on an atom at 1.76 eV/Å. Its relative energy (zero: lowest compared OMol25 entry of this formula, charge and spin) is 0.0 kcal/mol. As for the molar mass: 349.30 g mol⁻¹. The frontier orbital gap is 0.3480 Eh. Its SMILES is CN(C)C[C@@H](c1ccc(C(F)(F)F)cc1)S(=O)(=O)C(F)(F)F. Its calculated total energy is -45379.45260 eV. The HOMO energy comes out at -9.097 eV.

---

No. 8
Here is C12H13FN2O3S2 in the gas phase at a distorted geometry from the Open Molecules 2025 dataset. Energies are from wB97M-V/def2-TZVPD.

Structure (XYZ):
```
33
Properties=species:S:1:pos:R:3
O -3.86 0.51 1.85
O 3.06 0.27 1.51
O 1.78 -1.81 0.95
F 3.96 -0.08 -5.09
N 0.52 0.39 0.39
S -0.64 -1.33 2.37
C -2.63 0.21 2.04
C -0.50 -0.05 1.13
C 2.19 -0.33 -3.42
C 4.50 0.00 -2.83
C 1.74 -0.41 -2.15
C 4.10 -0.11 -1.49
C 3.59 -0.14 -3.75
C 2.71 -0.28 -1.19
N -1.67 0.66 1.12
C -2.92 -2.17 3.32
C -2.74 1.86 -0.86
C -2.17 -0.85 3.08
C -1.91 1.89 0.45
S 2.11 -0.42 0.61
H 1.53 -0.43 -4.26
H 5.54 0.08 -3.14
H 0.67 -0.43 -1.96
H 4.75 -0.05 -0.57
H -3.94 -1.92 3.68
H -2.95 -2.75 2.43
H -2.40 -2.67 4.15
H -3.78 1.53 -0.80
H -2.20 1.45 -1.70
H -2.92 2.85 -1.31
H -2.05 -0.43 4.09
H -0.97 2.44 0.18
H -2.49 2.52 1.18
```

The calculation puts the largest force on an atom at 6.36 eV/Å. Its relative energy (zero: lowest compared OMol25 entry of this formula, charge and spin) is 4.6 kcal/mol. As for the molar mass: 316.38 g mol⁻¹. The frontier orbital gap is 0.3559 Eh. Its SMILES is CCN1C(=O)[C@@H](C)S/C1=N\S(=O)(=O)c1ccc(F)cc1. Its calculated total energy is -46163.42326 eV. The HOMO energy comes out at -9.725 eV.